<one>
Here is C6H7N3O2 in the gas phase from OMol25. Energies are from ωB97M-V/def2-TZVPD.

Output
- LUMO energy (eV) = 0.1
- molecular weight (g mol⁻¹) = 153.1
- frontier orbital gap (eV) = 8.424
- SMILES = Nc1ccc([N+](=O)[O-])cc1N

Cartesian coordinates (Å):
C  1.241  -0.527  0.107
C  0.290  -1.594  0.014
C  -1.130  -1.442  -0.052
C  -1.491  -0.111  -0.079
C  -0.644  0.941  0.013
C  0.700  0.810  0.090
H  2.848  -1.686  -0.243
H  3.146  -0.352  0.927
H  0.687  -2.576  0.194
H  -1.780  -2.274  -0.021
H  -1.205  1.888  -0.308
H  2.427  1.851  -0.431
H  0.967  2.928  -0.498
N  2.596  -0.603  0.058
N  1.428  2.007  -0.008
N  -2.994  0.190  0.053
O  -3.718  -0.776  -0.066
O  -3.368  1.327  0.249

=====

<two>
Here is a molecular structure, C6H7N3O2 from OMol25. Energies are from ωB97M-V/def2-TZVPD.

Output
- LUMO energy (eV) = 0.2
- molecular weight (g mol⁻¹) = 153.1
- frontier orbital gap (eV) = 8.394

Cartesian coordinates (Å):
C  1.198  -0.521  -1.754
C  1.981  -1.665  -1.860
C  0.751  -0.530  -0.449
C  -0.370  1.648  -0.218
C  -0.086  0.398  0.217
C  -1.127  -0.321  1.816
N  1.951  -2.378  -0.787
N  1.232  -1.696  0.072
N  -2.047  0.618  1.844
O  -0.795  -1.321  2.413
O  -1.290  2.528  0.294
H  0.793  -0.083  -2.566
H  2.705  -2.020  -2.639
H  0.122  2.118  -1.103
H  0.913  -2.281  0.853
H  -2.050  1.497  1.222
H  -2.879  0.556  2.485
H  -1.001  3.453  0.160

=====

<two> takes first place; second place is 0.0320 hartree up.